Arrangement one

C3H4N2S | ωB97M-V/def2-TZVPD

2S+1 = 1
LUMO (spin up / spin down) = 0.00 / 0.00 eV
net charge = 0

Last column: Mulliken charge in e.
Atoms and positions in Å:
1 C -1.34 -1.09 1.38  -0.1189
2 C 0.45 0.01 -0.39  -0.1961
3 C 1.48 0.95 -0.94  -0.8367
4 N -2.00 -1.18 0.31  0.4427
5 N -2.48 -0.82 -0.65  -0.5373
6 S 0.08 0.17 1.23  0.0167
7 H -1.25 -1.55 2.33  0.3619
8 H 2.25 1.17 -0.21  0.3210
9 H 1.88 0.54 -1.87  0.2670
10 H 0.93 1.80 -1.19  0.2796



Arrangement two

C3H4N2S | ωB97M-V/def2-TZVPD

structure (SMILES) = C=N/N=C/C=S
2S+1 = 1
LUMO = -1.34 eV
net charge = 0

Last column: Mulliken charge in e.
Atoms and positions in Å:
1 C 1.05 1.53 -1.58  -0.2202
2 N 0.25 1.33 -0.58  -0.4012
3 N 0.25 -0.08 -0.28  -0.2699
4 C -0.51 -0.30 0.75  0.0380
5 C -0.79 -1.64 1.25  -0.3383
6 S -1.81 -2.03 2.41  -0.2090
7 H 1.18 2.51 -2.07  0.2663
8 H 1.60 0.69 -1.97  0.3461
9 H -0.99 0.45 1.29  0.4794
10 H -0.25 -2.46 0.77  0.3088



Which of them is most stable? Easy: arrangement two.



Arrangement one

C3H4N2S | ωB97M-V/def2-TZVPD

structure (SMILES) = Sc1ncc[nH]1
2S+1 = 1
LUMO = 0.78 eV
net charge = 0

Last column: Mulliken charge in e.
Atoms and positions in Å:
1 S 2.65 0.05 0.00  -0.2465
2 C 0.84 -0.02 -0.01  0.3596
3 N 0.19 -1.16 -0.04  -0.5494
4 C -1.15 -0.82 0.02  -0.3711
5 C -1.34 0.54 0.01  -0.2516
6 N -0.03 1.04 -0.05  -0.0740
7 H 2.69 -1.23 0.01  0.1598
8 H -1.87 -1.60 0.00  0.4132
9 H -2.19 1.20 -0.03  0.3699
10 H 0.22 2.00 0.09  0.1901



Arrangement two

C3H4N2S | ωB97M-V/def2-TZVPD

structure (SMILES) = SC1C=NN=C1
2S+1 = 1
LUMO = 0.11 eV
net charge = 0

Last column: Mulliken charge in e.
Atoms and positions in Å:
1 S -0.10 1.69 0.95  -0.1808
2 C -0.35 -0.05 0.45  0.3103
3 C 0.85 -0.92 0.37  -0.2899
4 N 0.87 -1.64 -0.69  -0.4162
5 N -0.22 -1.20 -1.55  -0.3756
6 C -0.90 -0.36 -0.87  -0.3654
7 H 0.66 2.07 -0.11  0.1578
8 H -1.10 -0.45 1.09  0.2929
9 H 1.60 -0.97 1.10  0.4603
10 H -1.80 0.09 -1.34  0.4065



Which of them is most stable? Easy: arrangement one.



Arrangement one

C7H12N2O3S | ωB97M-V/def2-TZVPD

structure (SMILES) = CCCCO/N=C(/C#N)S(C)(=O)=O
2S+1 = 1
LUMO (spin up / spin down) = -0.77 / -1.87 eV
net charge = 0

Last column: Mulliken charge in e.
Atoms and positions in Å:
1 C 1.60 -3.63 0.93  -0.9403
2 C 1.98 -2.15 1.21  -0.6077
3 C 1.53 -1.34 0.00  -0.5395
4 C -0.10 -1.40 -0.05  -0.8332
5 O -0.59 -0.12 -0.26  0.1938
6 N -1.25 0.30 0.77  -0.5278
7 C -1.51 1.92 0.47  -0.0216
8 C -2.19 2.82 1.25  0.3442
9 N -2.64 3.63 1.94  -0.4298
10 S -1.02 2.13 -1.24  1.3495
11 C -1.47 3.77 -1.56  -1.2044
12 O -1.77 1.24 -2.10  -0.6474
13 O 0.42 2.03 -1.24  -0.6282
14 H 2.40 -4.20 0.34  0.2811
15 H 1.50 -4.35 1.77  0.2988
16 H 0.65 -3.57 0.38  0.2707
17 H 1.28 -1.69 1.88  0.2999
18 H 2.98 -1.95 1.42  0.4579
19 H 1.81 -0.33 0.14  0.3487
20 H 1.89 -1.57 -0.99  0.4086
21 H -0.33 -1.87 -1.05  0.2617
22 H -0.40 -1.86 0.83  0.6788
23 H -1.29 4.02 -2.59  0.3878
24 H -2.53 3.91 -1.49  0.3920
25 H -0.94 4.26 -0.78  0.4066



Arrangement two

C7H12N2O3S | ωB97M-V/def2-TZVPD

structure (SMILES) = CCCCO/N=C(/C#N)S(C)(=O)=O
2S+1 = 1
LUMO (spin up / spin down) = -1.39 / -1.88 eV
net charge = 0

Last column: Mulliken charge in e.
Atoms and positions in Å:
1 C 0.29 1.99 1.56  -0.9741
2 C -0.88 2.85 0.98  -0.4696
3 C -1.13 2.44 -0.44  -0.7496
4 C -1.91 1.13 -0.73  -0.3717
5 O -1.13 -0.03 -0.60  -0.0011
6 N 0.03 0.03 -1.35  -0.3792
7 C 0.92 -1.20 -1.05  0.0760
8 C 2.09 -1.41 -1.68  0.3504
9 N 3.17 -1.58 -2.06  -0.4158
10 S 0.33 -2.45 0.14  1.2490
11 C 1.48 -3.88 0.09  -1.1292
12 O -0.87 -2.98 -0.37  -0.6141
13 O 0.37 -1.93 1.49  -0.6062
14 H 1.11 2.07 0.93  0.3260
15 H 0.36 2.31 2.56  0.4225
16 H -0.03 0.86 1.47  0.1017
17 H -1.79 2.81 1.45  0.3674
18 H -0.51 3.91 1.13  0.3067
19 H -1.77 3.24 -1.00  0.2734
20 H -0.29 2.14 -1.00  0.4846
21 H -2.58 0.96 0.00  0.3738
22 H -2.29 1.09 -1.88  0.2515
23 H 1.11 -4.54 0.83  0.4270
24 H 1.41 -4.29 -0.95  0.3556
25 H 2.53 -3.55 0.47  0.3448



Which of them is most stable? Easy: arrangement two.



Arrangement one

C10H14N3 | ωB97M-V/def2-TZVPD

2S+1 = 1
LUMO (spin up / spin down) = -5.80 / -5.80 eV
net charge = +1

Last column: Mulliken charge in e.
Atoms and positions in Å:
1 C -3.37 -2.63 0.38  -0.4701
2 C -2.91 -1.92 1.52  -0.6089
3 C -2.81 -2.18 -0.85  -0.5233
4 C -1.99 -0.91 1.46  -0.3973
5 C -1.83 -1.18 -0.90  -0.3210
6 C -1.39 -0.48 0.26  0.9050
7 C 0.11 1.41 -0.73  -1.0010
8 C -0.57 0.65 0.28  -0.0181
9 C 1.76 1.67 -0.75  0.3072
10 C 2.13 2.40 0.52  -1.2932
11 N 2.38 0.46 -0.99  -0.4836
12 N 1.94 -0.59 -0.48  0.4779
13 N 2.65 -1.69 -0.65  -0.6267
14 H -4.03 -3.51 0.23  0.3754
15 H -3.25 -2.10 2.46  0.4733
16 H -3.13 -2.59 -1.75  0.4382
17 H -1.68 -0.42 2.43  0.2735
18 H -1.38 -0.86 -1.78  0.4614
19 H 0.09 1.04 -1.71  0.3990
20 H -0.39 2.43 -0.79  0.4732
21 H -0.49 1.16 1.30  0.2787
22 H 1.96 2.38 -1.54  0.3610
23 H 1.83 1.89 1.55  0.2429
24 H 2.02 3.47 0.31  0.3719
25 H 3.22 2.38 0.67  0.4182
26 H 2.15 -2.53 -0.47  0.2169
27 H 3.56 -1.72 -1.12  0.2694



Arrangement two

C10H14N3 | ωB97M-V/def2-TZVPD

structure (SMILES) = CN1C=[N+](C)N(C)c2ccccc21
2S+1 = 1
LUMO = -4.09 eV
net charge = +1

Last column: Mulliken charge in e.
Atoms and positions in Å:
1 C -1.29 -2.78 0.39  -1.0972
2 N -0.42 -1.57 0.20  0.0721
3 C 0.32 -1.61 -0.87  0.1909
4 N 1.09 -0.47 -1.22  -0.0005
5 C 1.47 -0.26 -2.52  -1.0928
6 N 1.11 0.60 -0.32  0.0885
7 C 2.38 1.44 -0.34  -1.0176
8 C -0.02 0.78 0.40  0.4085
9 C -0.32 2.07 0.88  -0.6573
10 C -1.33 2.26 1.94  -0.6869
11 C -2.14 1.18 2.18  -0.7980
12 C -1.91 -0.06 1.51  -0.0861
13 C -0.87 -0.32 0.70  0.2548
14 H -0.79 -3.63 -0.08  0.3958
15 H -1.29 -2.91 1.55  0.3783
16 H -2.25 -2.66 -0.01  0.3779
17 H 0.66 -2.42 -1.49  0.4183
18 H 0.63 -0.35 -3.13  0.3868
19 H 2.06 -1.09 -2.82  0.4288
20 H 2.09 0.61 -2.72  0.3247
21 H 2.52 2.12 0.48  0.4041
22 H 3.18 0.71 -0.51  0.3226
23 H 2.30 1.92 -1.35  0.3899
24 H 0.17 2.94 0.50  0.5254
25 H -1.61 3.18 2.40  0.4045
26 H -3.03 1.24 2.68  0.4441
27 H -2.72 -0.91 1.57  0.2205



Which of them is most stable? Easy: arrangement two.



Arrangement one

C3H10IPSi | ωB97M-V/def2-TZVPD

structure (SMILES) = C[SiH](C)P(C)I
2S+1 = 1
LUMO = 0.44 eV
net charge = 0

Last column: Mulliken charge in e.
Atoms and positions in Å:
1 C -1.57 1.29 0.32  -1.0732
2 Si -0.91 -0.45 0.48  0.4056
3 C -0.63 -1.23 -1.25  -0.8881
4 P 1.14 0.06 1.63  -0.0431
5 C 2.11 0.53 0.14  -0.9777
6 I 1.92 -2.15 1.90  -0.0954
7 H -1.09 1.94 -0.49  0.2963
8 H -2.64 1.33 0.18  0.3714
9 H -1.50 1.93 1.28  0.3209
10 H -2.17 -1.27 0.92  -0.1515
11 H -1.57 -1.37 -1.68  0.3791
12 H -0.05 -0.51 -1.90  0.2652
13 H 0.04 -2.17 -1.02  0.1900
14 H 1.54 1.10 -0.53  0.3159
15 H 2.98 1.27 0.45  0.2783
16 H 2.39 -0.30 -0.43  0.4064



Arrangement two

C3H10IPSi | ωB97M-V/def2-TZVPD

2S+1 = 1
LUMO = 0.13 eV
net charge = 0

Last column: Mulliken charge in e.
Atoms and positions in Å:
1 C -0.14 0.66 -1.83  -0.9545
2 C 0.03 1.30 1.14  -0.9059
3 C 1.55 -1.27 0.32  -1.2204
4 Si 0.05 -0.14 -0.07  0.3223
5 P -1.70 -1.59 0.11  -0.1575
6 I -3.30 0.21 0.05  -0.0870
7 H -0.46 0.02 -2.63  0.3539
8 H -0.81 1.54 -1.66  0.2996
9 H 0.91 1.01 -2.01  0.2807
10 H 0.24 1.10 2.15  0.3429
11 H 0.69 2.03 0.91  0.3808
12 H -1.08 1.69 0.97  0.1578
13 H 2.52 -0.98 0.16  0.4650
14 H 1.47 -1.77 1.33  0.2967
15 H 1.51 -2.02 -0.42  0.3691
16 H -1.49 -1.79 1.47  0.0562



Which of them is most stable? Easy: arrangement two.